[1]
DFT (ωB97M-V/def2-TZVPD) results for 9 unconnected molecules or ions with the total composition C20H61N3O10.

```
94
Properties=species:S:1:pos:R:3:forces:R:3
C -21.460 12.314 2.902 -0.562 -0.050 0.866
O -22.401 11.798 1.978 -0.320 0.862 0.186
H -20.960 11.531 3.484 -0.313 0.024 0.045
H -20.688 12.926 2.491 0.617 0.301 -0.973
H -22.004 13.009 3.552 0.013 -0.428 0.167
H -22.120 10.951 1.646 0.654 -0.805 -0.308
C -22.101 10.176 -5.459 0.179 -0.403 0.781
O -22.128 8.733 -5.305 0.186 0.328 -0.237
H -22.186 10.491 -4.414 0.386 0.317 -0.370
H -21.154 10.571 -5.908 -0.808 -0.519 0.352
H -22.988 10.554 -5.964 0.031 -0.144 -0.411
H -22.165 8.253 -6.135 0.061 0.322 -0.248
C -22.224 9.292 -0.300 1.226 1.700 -0.915
O -21.215 9.494 0.666 0.684 -0.535 0.735
H -23.104 8.904 0.108 -1.700 -0.206 0.852
H -22.353 10.306 -0.772 -0.434 -1.031 0.446
H -21.967 8.616 -1.090 0.573 -0.497 -0.556
H -20.877 8.638 1.047 -0.602 0.557 -0.531
C -20.990 13.225 -0.604 1.142 -1.627 2.007
O -22.046 13.840 0.078 -0.515 0.290 0.440
H -20.209 13.921 -0.943 -0.543 0.110 0.115
H -20.456 12.500 0.173 -0.780 1.029 -1.866
H -21.396 12.671 -1.445 0.326 -0.355 -0.362
H -22.461 13.150 0.649 0.426 0.513 -0.397
C -20.472 6.953 3.085 1.172 1.174 1.224
O -20.696 6.918 1.714 0.287 0.702 -0.823
H -21.071 7.643 3.721 -0.323 -0.301 -0.818
H -20.506 5.988 3.521 -0.239 -1.113 0.469
H -19.435 7.316 3.272 -0.504 -0.264 -0.447
H -21.491 6.433 1.445 -0.558 -0.140 0.441
C -24.829 7.461 -3.616 -0.376 0.724 0.011
O -23.517 7.572 -3.174 2.061 -0.725 0.524
H -25.112 6.544 -4.167 0.303 0.068 0.501
H -25.449 7.625 -2.708 0.062 -0.400 -0.729
H -24.980 8.294 -4.281 -0.720 0.411 -0.494
H -22.830 7.766 -3.864 -1.361 -0.007 0.357
C -17.941 9.876 -1.812 0.105 0.883 0.981
C -18.833 10.700 -2.754 -0.526 0.176 1.947
C -18.231 10.826 -4.086 1.910 -1.834 -0.817
O -16.856 11.270 -3.991 -1.138 -0.334 0.098
C -16.193 10.804 -5.137 1.720 2.116 0.564
N -20.155 10.084 -2.799 0.356 0.349 -2.138
H -16.889 10.174 -1.872 -0.152 -0.293 -0.178
H -18.094 8.814 -2.040 0.277 0.152 0.119
H -18.237 10.087 -0.750 -0.001 -0.459 -0.855
H -19.050 11.709 -2.324 0.547 -0.510 -0.242
H -18.701 11.517 -4.755 -0.851 0.162 -0.490
H -18.216 9.743 -4.502 -0.190 1.538 0.144
H -16.103 9.744 -5.071 0.367 -0.988 -0.223
H -15.171 11.338 -5.117 -1.475 -1.080 -0.360
H -16.761 11.083 -6.021 0.142 0.024 -0.431
H -20.157 9.078 -2.870 0.380 -0.255 -0.154
H -20.532 10.308 -1.940 -1.371 0.306 2.084
C -21.951 4.801 -0.936 -0.147 1.811 -0.293
C -22.997 4.523 0.131 0.381 -0.868 -0.455
C -22.556 3.395 1.040 -2.089 0.517 0.538
O -22.646 2.212 0.341 0.577 -1.326 -0.432
C -22.592 1.076 1.181 -1.209 0.043 0.233
N -23.321 5.720 0.900 0.685 1.039 -0.982
H -21.724 3.941 -1.551 0.069 -0.449 0.245
H -21.030 5.195 -0.450 -0.429 -0.147 -0.582
H -22.384 5.548 -1.671 0.696 -0.424 0.828
H -23.823 4.094 -0.426 -0.722 0.075 0.091
H -23.346 3.339 1.816 0.515 0.206 0.412
H -21.589 3.529 1.467 0.959 0.323 0.533
H -22.814 0.230 0.546 0.196 -0.285 -0.063
H -23.393 1.117 1.954 0.210 0.124 -0.379
H -21.676 0.918 1.742 0.526 0.240 -0.260
H -23.517 6.472 0.211 -0.114 -0.578 0.974
H -24.052 5.654 1.606 0.098 -0.230 -0.533
C -15.340 3.629 -3.028 1.810 -1.001 2.358
O -16.357 4.467 -2.620 -0.635 -0.539 -0.227
C -17.643 3.918 -2.725 -0.195 0.483 -0.833
C -18.513 5.147 -2.899 -1.637 -1.347 -0.111
N -18.398 5.956 -4.078 1.249 1.170 -0.532
C -18.624 5.330 -5.371 -0.353 0.937 0.699
C -17.482 4.585 -5.953 1.190 -0.761 -0.701
O -16.246 5.264 -5.620 -0.237 -0.998 -0.865
C -15.949 6.154 -6.680 -1.359 -0.659 0.098
H -15.081 2.812 -2.225 -0.826 0.932 -1.433
H -14.497 4.291 -2.938 0.830 0.002 -0.582
H -15.411 3.199 -4.022 -0.311 0.018 -0.171
H -17.910 3.298 -1.875 -0.117 0.155 0.594
H -17.779 3.248 -3.581 0.437 0.031 -0.228
H -18.345 5.720 -2.031 0.250 1.130 0.926
H -19.562 4.833 -2.822 -0.046 -0.052 -0.035
H -17.507 6.484 -4.103 -0.754 -0.681 0.177
H -18.994 6.042 -6.089 0.015 0.831 -0.184
H -19.451 4.699 -5.230 -1.212 -1.264 0.070
H -17.607 4.357 -7.041 0.230 1.026 0.326
H -17.471 3.558 -5.634 0.563 -0.372 1.052
H -15.804 5.617 -7.590 -0.022 -0.636 -0.932
H -15.054 6.687 -6.553 1.026 0.893 0.892
H -16.827 6.776 -6.798 0.073 0.795 -0.315
```
Positions in Å, forces in eV/Å.

* maximum force: 3.14 eV/Å
* calculated total energy: -1715.02227 Ha
* relative energy (zero: lowest compared OMol25 entry of this formula, charge and spin): 0.0000 eV
* total charge: 0
* SMILES string: COC[C@H](C)N.COC[C@H](C)N.COCCNCCOC.CO.CO.CO.CO.CO.CO


[2]
DFT (ωB97M-V/def2-TZVPD) results for 2 unconnected molecules or ions with the total composition C6H10.

```
16
Properties=species:S:1:pos:R:3:forces:R:3
C 2.635 -0.189 -1.075 -0.480 -1.204 0.574
C 2.803 -0.332 0.118 0.811 1.545 -1.027
C -1.092 -1.413 0.545 0.652 -1.317 -2.364
C -0.855 -0.162 0.310 0.014 1.631 -0.075
C -0.746 0.959 1.274 -2.785 0.391 -2.078
C -0.924 0.330 -1.099 -2.342 1.659 0.770
H 2.366 -0.390 -2.084 0.026 0.268 -0.174
H 3.307 0.088 0.960 -0.331 -0.598 0.625
H -0.987 -1.938 -0.385 -0.517 -0.827 -0.470
H -1.245 -2.087 1.307 -0.118 -0.494 2.418
H -1.490 0.711 1.996 -0.357 0.740 1.121
H -0.919 1.897 0.673 -0.217 -0.692 1.461
H 0.194 1.003 1.635 3.093 0.196 1.628
H -0.227 -0.065 -1.763 1.049 -0.778 -1.233
H -0.818 1.428 -0.994 0.174 -0.644 -1.012
H -1.998 0.160 -1.418 1.326 0.123 -0.163
```
Positions in Å, forces in eV/Å.

* maximum force: 3.50 eV/Å
* calculated total energy: -234.44847 Ha
* relative energy (zero: lowest compared OMol25 entry of this formula, charge and spin): 4.1918 eV
* total charge: 0
* SMILES string: C=C(C)C.C#C


[3]
DFT (ωB97M-V/def2-TZVPD) results for a single C20H19ClN2O4 molecule.

```
46
Properties=species:S:1:pos:R:3:forces:R:3
C -0.276 -2.105 3.452 0.070 0.223 0.161
N 0.148 -2.220 2.074 -0.132 -0.391 -0.027
C 1.087 -1.429 1.502 0.347 -0.119 0.233
O 1.370 -1.499 0.323 0.079 0.168 -0.112
C 1.851 -0.439 2.397 -0.230 -0.138 0.006
H 1.425 -0.343 3.397 0.081 -0.040 -0.103
H 2.901 -0.731 2.451 -0.160 -0.012 0.017
O 1.844 0.835 1.764 0.258 0.127 -0.060
C 0.631 1.244 1.352 -0.266 -0.067 0.089
O -0.370 0.602 1.569 0.115 0.172 0.173
C 0.697 2.527 0.630 -0.249 0.108 -0.298
C 1.643 3.487 0.976 -0.100 -0.075 -0.069
C 1.721 4.678 0.284 0.091 0.089 0.042
C 0.851 4.915 -0.769 0.034 -0.080 0.024
C -0.085 3.969 -1.134 -0.248 -0.165 0.006
C -0.177 2.759 -0.447 0.258 0.330 0.403
O -1.091 1.807 -0.748 -0.047 0.168 0.106
C -1.282 1.435 -2.110 0.046 -0.222 -0.353
C -0.622 0.100 -2.355 -0.027 0.188 0.059
C -1.378 -1.064 -2.401 0.047 0.104 -0.015
C -0.780 -2.299 -2.574 -0.032 -0.143 -0.005
C 0.596 -2.389 -2.696 -0.029 0.039 -0.038
C 1.370 -1.244 -2.652 -0.016 0.093 -0.054
C 0.760 -0.014 -2.483 -0.106 -0.299 -0.123
Cl 1.758 1.400 -2.445 0.245 0.090 -0.101
H 2.443 -1.301 -2.737 0.103 0.024 0.013
H 1.071 -3.350 -2.819 0.046 -0.090 -0.015
H -1.394 -3.187 -2.602 -0.054 -0.078 -0.008
H -2.451 -0.999 -2.297 -0.138 0.016 0.004
H -0.872 2.187 -2.789 -0.108 -0.033 0.102
H -2.362 1.351 -2.266 0.168 0.035 -0.013
H -0.760 4.171 -1.953 -0.057 -0.015 -0.050
H 0.901 5.848 -1.311 -0.001 0.070 -0.050
H 2.456 5.419 0.559 0.053 0.062 0.042
H 2.314 3.282 1.796 0.073 -0.017 0.042
C -0.747 -2.926 1.181 0.131 -0.107 -0.224
H -0.999 -3.897 1.616 -0.006 0.084 -0.074
H -0.216 -3.078 0.238 -0.149 -0.053 0.145
C -2.019 -2.097 0.924 0.583 0.337 0.467
C -2.896 -2.764 0.005 -0.272 -0.116 -0.095
N -3.596 -3.314 -0.713 -0.316 -0.281 -0.393
H -1.731 -1.123 0.517 -0.039 -0.037 0.061
H -2.561 -1.929 1.859 0.032 0.072 -0.059
H 0.571 -2.233 4.127 -0.097 0.010 0.057
H -0.990 -2.899 3.660 0.035 -0.004 0.020
H -0.756 -1.141 3.645 -0.017 -0.024 0.068
```
Positions in Å, forces in eV/Å.

* maximum force: 0.82 eV/Å
* calculated total energy: -1644.20605 Ha
* relative energy (zero: lowest compared OMol25 entry of this formula, charge and spin): 0.6851 eV
* total charge: 0
* SMILES string: CN(CCC#N)C(=O)COC(=O)c1ccccc1OCc1ccccc1Cl


[4]
DFT (ωB97M-V/def2-TZVPD) results for a molecular structure, C37H35Cl3GeN5OPPdS.

```
85
Properties=species:S:1:pos:R:3:forces:R:3
Pd -0.260 0.329 0.054 0.820 -0.255 1.392
S 0.500 -1.761 -0.519 -0.185 0.191 -0.046
C 1.540 -2.156 0.789 0.086 0.246 0.143
N 1.929 -3.388 0.808 -0.312 -0.478 -0.430
N 3.022 -3.957 1.281 -0.148 0.090 0.176
C 4.315 -3.542 1.096 0.666 0.309 -0.093
C 5.354 -4.361 1.585 -0.185 0.058 -0.092
C 6.666 -4.005 1.361 -0.034 0.010 0.004
C 6.970 -2.847 0.647 -0.028 -0.073 0.063
C 5.945 -2.041 0.157 -0.017 0.031 0.043
C 4.629 -2.370 0.385 -0.193 -0.086 -0.058
N 1.823 -1.213 1.786 0.849 -0.506 0.175
N 1.666 0.118 1.480 -0.892 0.238 -0.447
C 2.526 0.936 2.123 0.334 0.111 0.122
C 3.819 0.487 2.504 0.094 -0.013 -0.034
C 4.679 1.332 3.160 0.039 -0.151 -0.013
C 4.289 2.631 3.490 -0.082 -0.069 -0.046
C 3.012 3.077 3.150 -0.181 -0.074 -0.090
C 2.148 2.259 2.460 -0.115 0.029 0.134
H 2.888 -4.945 1.499 -0.048 0.241 0.098
H 5.118 -5.268 2.121 -0.025 -0.136 0.075
H 7.458 -4.639 1.726 0.075 -0.050 0.052
H 8.001 -2.585 0.460 0.033 -0.003 -0.016
H 6.183 -1.164 -0.428 0.010 0.052 -0.016
H 3.840 -1.772 -0.045 -0.021 0.070 -0.059
H 4.129 -0.505 2.215 0.049 -0.053 0.051
H 5.666 0.981 3.419 0.115 0.007 0.034
H 4.969 3.288 4.010 0.064 0.038 0.050
H 2.698 4.066 3.444 -0.047 0.119 -0.010
H 1.139 2.573 2.241 0.087 0.058 -0.019
C 2.072 3.382 -0.744 -0.198 -0.245 0.039
C 0.852 2.796 -1.450 -0.103 0.026 0.036
C 0.820 3.243 -2.910 -0.016 -0.305 0.155
C -0.507 3.126 -0.771 0.102 0.161 -0.723
C -0.702 4.538 -0.181 0.270 0.132 -0.812
O -1.122 4.296 1.168 -0.218 -0.090 0.691
C -1.104 2.998 1.398 0.036 -0.292 -0.415
N -0.757 2.271 0.391 -0.070 0.112 0.485
C -1.461 2.552 2.748 -0.133 0.099 0.420
C -1.831 3.547 3.656 0.052 -0.081 -0.287
C -2.215 3.234 4.948 0.019 -0.163 -0.009
C -2.231 1.912 5.361 0.043 0.154 -0.003
C -1.852 0.909 4.480 0.256 -0.140 -0.233
C -1.459 1.209 3.175 0.196 -0.053 -0.286
P -1.185 -0.233 2.097 -0.725 -0.479 0.071
C -2.815 -0.898 1.697 0.420 0.124 -0.295
C -2.876 -1.845 0.666 0.082 -0.005 0.127
C -4.079 -2.453 0.367 0.026 -0.030 -0.029
C -5.224 -2.111 1.075 0.001 0.070 -0.011
C -5.168 -1.151 2.075 -0.045 -0.025 0.007
C -3.970 -0.534 2.389 0.151 0.032 -0.019
C -0.305 -1.549 2.979 -0.060 -0.044 -0.193
C 1.201 -1.507 3.127 -0.117 0.105 0.141
C 1.797 -2.735 3.717 -0.267 -0.145 0.206
C 1.037 -3.789 4.106 0.249 0.162 0.034
C -0.363 -3.768 3.957 0.160 -0.327 0.214
C -0.999 -2.666 3.393 -0.204 0.861 -0.411
H 2.979 2.953 -1.166 0.078 -0.013 -0.025
H 2.067 3.166 0.323 0.039 0.110 -0.068
H 2.132 4.458 -0.888 0.016 0.109 0.016
H 0.955 1.680 -1.432 -0.038 0.481 -0.093
H 0.685 4.321 -2.970 -0.038 0.144 -0.070
H 0.012 2.761 -3.459 -0.103 0.068 -0.042
H 1.756 2.996 -3.403 0.108 0.040 -0.053
H -1.291 2.914 -1.511 0.132 0.069 0.186
H -1.485 5.103 -0.687 0.085 -0.050 0.114
H 0.212 5.134 -0.145 -0.134 -0.076 0.016
H -1.829 4.574 3.326 -0.011 0.066 0.032
H -2.505 4.024 5.622 -0.033 0.067 0.100
H -2.530 1.665 6.368 -0.042 -0.075 0.070
H -1.874 -0.125 4.803 0.034 0.016 0.065
H -1.978 -2.112 0.117 -0.206 -0.036 0.077
H -4.116 -3.193 -0.419 -0.071 -0.052 -0.058
H -6.166 -2.582 0.837 -0.063 -0.047 -0.008
H -6.057 -0.878 2.622 -0.109 -0.002 0.014
H -3.940 0.206 3.172 -0.024 0.077 0.048
H 1.494 -0.640 3.745 -0.002 -0.199 -0.123
H 2.869 -2.730 3.846 0.100 -0.007 0.042
H 1.499 -4.659 4.548 0.088 -0.051 0.060
H -0.948 -4.615 4.273 -0.102 -0.103 0.052
H -2.075 -2.688 3.285 -0.054 -0.056 -0.060
Cl -1.592 0.253 -2.062 -0.243 -0.072 -0.698
Ge -0.915 -0.272 -4.248 -0.836 0.066 -0.105
Cl -1.866 1.286 -5.392 0.382 -0.467 0.378
Cl -1.885 -2.155 -4.569 0.333 0.428 0.089
```
Positions in Å, forces in eV/Å.

* maximum force: 1.64 eV/Å
* spin multiplicity: 6
* calculated total energy: -6103.89182 Ha
* total charge: +3


Among the records above, which one has the lowest calculated total energy?
C37H35Cl3GeN5OPPdS


Among the records above, which one has the lowest calculated total energy?
C37H35Cl3GeN5OPPdS